Entry 1:
Formula: C4H7ClINO
Source: the Open Molecules 2025 dataset
Level of theory: ωB97M-V/def2-TZVPD

```
15
Properties=species:S:1:pos:R:3:forces:R:3
C -0.437 -2.507 -0.283 0.6 -0.9 0.4
C 0.336 -1.196 -0.051 0.4 -0.7 -2.7
O 0.039 -0.555 1.070 -0.7 -1.0 0.3
C 1.135 -0.774 -1.084 0.1 0.5 2.1
I 2.427 0.988 -0.842 -0.8 -1.3 -0.1
H -0.827 -2.985 0.645 0.1 1.0 -0.3
H -1.301 -2.315 -0.976 1.0 -0.5 0.5
H 0.305 -3.325 -0.596 -1.2 1.4 -0.4
H 0.547 0.238 1.123 0.7 1.3 0.2
H 1.405 -1.402 -1.921 -0.1 0.2 0.1
H -2.004 2.298 1.239 -2.6 -1.2 -0.6
N -1.088 2.501 1.460 -0.2 0.0 1.8
C -0.401 2.865 0.523 3.0 1.5 -0.4
Cl -0.691 2.883 -1.228 -0.2 0.1 0.8
H 0.554 3.284 0.920 -0.1 -0.3 -1.7
```
Positions in Å, forces in eV/Å.

Output
* lowest unoccupied orbital energy: 0.36 eV
* SMILES: C/C(O)=C/I.[H]/N=C\Cl
* frontier orbital gap: 0.329 Eh

Mulliken population analysis, charges in e, atoms 1 to 4:
1. C -1.166
2. C 0.889
3. O -0.436
4. C -0.745

=====

Entry 2:
Formula: C8H17N2P
Source: the Open Molecules 2025 dataset
Level of theory: ωB97M-V/def2-TZVPD

```
28
Properties=species:S:1:pos:R:3:forces:R:3
C 3.369 -0.568 0.963 -2.1 -0.7 4.4
C 1.855 -0.497 0.575 4.3 -0.1 -3.1
C 1.344 0.931 0.597 -2.9 -4.2 0.5
C 0.058 0.888 -0.359 -0.9 0.8 4.6
N 0.474 0.591 -1.665 -1.5 -1.1 -2.3
P -0.452 2.648 -0.049 -2.0 0.2 0.1
C -1.095 -0.269 0.217 2.5 2.4 0.2
C -1.424 -0.005 1.634 0.1 1.3 -0.2
N -1.659 0.443 2.671 0.1 -0.7 -0.3
C -2.313 -0.245 -0.675 -0.1 0.7 3.6
C -3.262 -1.344 -0.164 1.3 2.3 2.3
H 3.993 0.226 0.793 1.1 2.4 -1.2
H 3.581 -0.723 2.115 -0.9 0.2 -1.8
H 3.775 -1.404 0.548 1.3 -2.3 -1.3
H 1.372 -1.199 1.171 -1.3 -0.7 1.3
H 1.887 -1.005 -0.488 -0.6 1.4 1.8
H 1.943 1.634 0.140 1.9 1.4 -0.5
H 1.185 1.057 1.694 -0.4 1.0 -1.0
H -0.375 0.519 -2.249 0.6 -0.3 0.3
H 0.966 1.304 -2.180 0.6 0.5 0.6
H -1.372 2.417 1.046 1.1 0.2 0.1
H -1.692 2.603 -0.728 0.1 0.4 -0.9
H -0.471 -1.126 0.277 0.1 -1.4 -0.7
H -2.585 0.827 -0.541 -0.9 -0.9 -0.3
H -1.874 -0.308 -1.607 -0.1 -0.9 -2.4
H -2.895 -2.250 -0.410 1.6 -3.1 -1.0
H -3.408 -1.438 0.957 0.4 0.8 -1.1
H -4.188 -1.333 -0.552 -3.4 0.5 -1.5
```
Positions in Å, forces in eV/Å.

Output
* lowest unoccupied orbital energy: 0.80 eV
* SMILES: CCC[C@](N)(P)[C@@H](C#N)CC
* frontier orbital gap: 0.366 Eh

Mulliken population analysis, charges in e, atoms 1 to 4:
1. C -1.497
2. C -0.252
3. C -1.260
4. C 0.307

=====

Entry 3:
Formula: C17H18BN7O4Pd
Source: the Open Molecules 2025 dataset
Level of theory: ωB97M-V/def2-TZVPD

```
48
Properties=species:S:1:pos:R:3:forces:R:3
H -1.638 -2.540 -0.603 0.3 0.0 -0.3
N -0.020 -1.423 -1.400 -0.4 -1.1 -0.4
B 1.965 -0.530 -2.757 -0.2 -0.1 0.8
N 0.843 -1.588 -2.472 -0.4 -0.3 0.2
C 0.520 -2.729 -3.111 0.2 1.1 0.7
Pd 0.026 0.232 -0.146 0.6 -0.6 -1.6
H 1.089 -3.036 -3.974 -0.1 -0.1 0.0
C -0.559 -3.305 -2.440 -0.5 -0.3 0.2
H -1.056 -4.224 -2.694 0.0 -0.1 0.0
C -0.869 -2.460 -1.368 0.7 0.2 -0.7
H 2.618 -0.798 -3.717 -0.1 0.1 0.1
C 0.143 1.253 1.667 1.0 1.7 1.9
H -0.531 1.109 2.517 0.3 0.0 -0.2
H -0.099 2.231 1.197 -0.2 -0.5 -0.4
H 1.206 1.287 1.942 -0.5 -0.3 0.2
N 2.820 -0.474 -1.444 0.3 0.0 0.6
N 1.227 0.843 -2.890 -0.3 0.8 -0.1
N 2.185 -0.237 -0.235 0.6 0.2 -0.3
N 0.348 1.245 -1.895 -0.2 1.1 -1.0
C 4.130 -0.703 -1.209 -1.3 0.2 -0.4
C 1.214 1.770 -3.865 0.2 -1.3 1.0
H 4.795 -0.903 -2.035 0.1 0.0 0.1
H 1.847 1.648 -4.730 -0.1 0.1 -0.1
C 4.341 -0.615 0.167 -0.4 0.1 0.8
C 0.322 2.778 -3.497 -0.7 0.6 0.4
C 3.082 -0.325 0.738 0.7 -0.2 -0.8
C -0.210 2.414 -2.255 0.7 -0.7 -0.5
H 5.264 -0.734 0.695 0.3 0.0 0.1
H 0.091 3.669 -4.047 0.0 0.1 -0.1
H 2.808 -0.171 1.775 0.1 -0.1 -0.2
H -0.939 2.904 -1.618 0.2 -0.1 -0.2
H -0.866 -0.581 2.065 -1.0 -1.0 0.0
O -1.807 -0.920 2.087 1.0 0.7 -0.7
C -2.529 -0.109 1.284 -0.8 0.6 -0.6
O -2.170 0.210 0.123 -0.5 -0.4 1.8
C -3.734 0.440 1.948 0.0 -0.1 -0.1
C -4.408 1.534 1.373 0.0 -0.3 0.2
C -5.391 2.191 2.103 -0.2 -0.1 0.4
C -5.713 1.741 3.400 1.8 -1.1 -1.3
C -5.073 0.619 3.953 -0.4 0.4 -0.2
C -4.098 -0.036 3.221 0.1 0.2 -0.2
N -6.668 2.449 4.188 -2.9 2.1 2.3
O -7.227 3.455 3.702 1.4 -2.0 0.5
O -6.910 2.036 5.342 0.8 0.5 -2.3
H -4.142 1.857 0.365 -0.1 0.0 0.4
H -5.901 3.057 1.690 0.0 -0.2 0.2
H -5.329 0.284 4.952 -0.1 0.1 -0.1
H -3.604 -0.908 3.642 -0.1 0.2 0.0
```
Positions in Å, forces in eV/Å.

Output
* lowest unoccupied orbital energy (spin up / spin down): -6.41 / -12.12 eV
* net charge: +2
* 2S+1: 5
* frontier orbital gap (spin up / spin down): 0.318 / 0.104 Eh
* <S²>: 6.02

Mulliken population analysis, charges in e, atoms 1 to 4:
1. H 0.485
2. N 0.432
3. B 0.098
4. N -0.052

=====

Entry 4:
Formula: C35H77NO13SSi
Source: the Open Molecules 2025 dataset
Level of theory: ωB97M-V/def2-TZVPD

```
128
Properties=species:S:1:pos:R:3:forces:R:3
C 7.599 -2.506 -0.766 -0.2 0.7 -0.5
C 6.753 -2.103 0.406 0.2 0.1 -0.9
O 6.831 -2.623 1.461 -0.1 -0.8 1.5
O 5.841 -1.122 0.179 -0.1 0.6 0.1
C 6.426 0.153 -0.180 -0.2 -0.4 -0.2
C 6.018 0.574 -1.594 0.4 0.4 0.7
C 5.630 2.052 -1.619 0.1 -0.1 -0.1
C 5.013 2.545 -2.931 0.3 -0.4 0.2
C 3.824 1.748 -3.478 -0.6 0.2 -0.1
C 2.445 2.393 -3.247 0.9 0.3 0.1
C 2.289 2.858 -1.797 -0.2 0.1 -0.4
C 0.832 3.059 -1.365 -0.4 0.5 0.4
C 0.488 2.346 -0.045 0.9 0.0 -1.5
C 0.686 0.843 -0.290 -0.3 -0.4 0.1
O 0.174 0.427 -1.551 0.0 0.0 0.0
C -1.093 -0.131 -1.528 -0.9 -0.1 0.0
C -2.198 0.679 -1.794 0.3 -0.1 0.0
C -3.502 0.186 -1.779 0.5 0.0 -0.1
C -4.648 1.129 -2.027 0.4 0.1 0.5
C -3.686 -1.164 -1.492 0.5 0.3 0.0
C -2.580 -1.978 -1.255 -0.3 0.3 0.0
C -1.270 -1.494 -1.281 0.2 0.4 0.2
C -0.102 -2.426 -1.047 -0.6 -1.0 -0.4
C -0.173 -3.557 -2.095 0.0 0.3 -0.2
C -0.147 -3.074 0.335 0.7 0.1 -0.1
C 1.424 2.909 1.038 0.0 -0.6 0.7
C 0.752 3.445 2.293 -0.6 0.6 -0.1
N 0.235 4.791 1.985 0.2 0.0 0.0
C -0.359 2.536 2.873 0.9 -0.4 -0.7
Si 0.295 1.027 3.872 0.1 -0.3 0.5
C -1.031 0.153 4.872 0.6 0.1 -0.3
C 1.257 -0.235 2.885 -0.1 0.0 0.2
C 1.501 1.771 5.116 -0.2 0.4 -0.8
S -1.525 2.146 1.582 -2.0 0.2 0.8
O -2.690 2.965 1.789 0.3 0.3 -0.2
O -1.803 0.737 1.572 0.8 -0.2 -0.2
O -0.916 2.649 0.205 0.4 -0.1 0.8
H 7.532 -3.572 -0.933 0.2 -0.2 0.2
H 7.236 -2.011 -1.662 0.1 0.0 -0.2
H 8.624 -2.187 -0.598 0.2 -0.2 0.1
H 6.071 0.856 0.569 -0.1 0.1 0.1
H 7.507 0.079 -0.071 0.1 0.1 0.0
H 6.892 0.441 -2.228 -0.2 -0.3 -0.5
H 5.209 -0.088 -1.882 -0.1 0.0 -0.3
H 5.008 2.264 -0.749 -0.3 0.1 0.0
H 6.551 2.619 -1.469 0.0 0.2 0.2
H 5.811 2.514 -3.673 0.1 0.0 -0.1
H 4.776 3.600 -2.804 -0.2 0.1 -0.1
H 3.769 0.741 -3.068 0.3 -0.1 0.1
H 3.978 1.633 -4.549 -0.1 -0.1 -0.1
H 2.405 3.264 -3.902 -0.4 0.1 -0.1
H 1.656 1.702 -3.525 -0.1 -0.1 0.0
H 2.800 3.811 -1.692 0.2 0.1 0.1
H 2.826 2.165 -1.156 -0.1 -0.2 0.2
H 0.651 4.121 -1.192 0.0 0.1 0.0
H 0.136 2.781 -2.148 -0.1 -0.3 -0.1
H 0.244 0.236 0.497 -0.1 0.0 0.1
H 1.748 0.623 -0.305 0.2 0.1 0.0
H -2.026 1.729 -1.989 0.0 0.1 -0.1
H -5.490 0.654 -2.512 -0.1 0.0 -0.2
H -4.278 1.992 -2.573 -0.1 0.0 -0.3
H -4.989 1.508 -1.063 -0.2 0.0 0.1
H -4.696 -1.544 -1.449 0.0 -0.2 0.0
H -2.767 -3.021 -1.045 0.1 -0.1 0.0
H 0.860 -1.943 -1.185 -0.1 0.5 0.1
H -0.997 -4.226 -1.865 -0.1 -0.2 0.1
H -0.362 -3.156 -3.088 0.1 0.1 -0.1
H 0.751 -4.131 -2.129 0.1 -0.1 0.1
H 0.046 -2.340 1.111 -0.3 0.0 0.2
H 0.656 -3.806 0.393 0.1 -0.2 0.1
H -1.075 -3.609 0.514 -0.2 0.1 0.1
H 2.028 3.728 0.662 0.0 0.1 -0.3
H 2.134 2.128 1.306 0.1 -0.1 0.2
H 1.512 3.571 3.060 0.1 -0.1 0.1
H -0.046 4.859 1.016 -0.1 0.0 0.0
H -0.580 5.012 2.540 0.0 0.1 0.1
H -0.922 3.147 3.573 -0.3 0.0 0.1
H -0.480 -0.496 5.553 0.0 -0.2 0.0
H -1.665 -0.462 4.239 -0.3 0.0 0.1
H -1.592 0.852 5.483 -0.3 0.0 -0.1
H 0.603 -0.878 2.307 0.0 0.0 -0.2
H 1.748 -0.878 3.617 0.1 -0.1 0.1
H 2.045 0.168 2.256 0.0 0.0 -0.1
H 1.886 1.022 5.799 -0.1 -0.1 0.2
H 2.342 2.190 4.562 0.2 0.0 0.1
H 1.049 2.610 5.642 0.0 -0.1 0.3
C -4.712 1.520 5.137 0.2 0.0 -0.2
O -3.492 2.186 4.843 0.0 0.0 0.1
H -5.041 1.853 6.118 0.0 0.0 0.0
H -5.481 1.769 4.401 -0.1 0.0 0.0
H -4.571 0.435 5.158 -0.1 0.0 0.0
H -3.195 1.883 3.978 -0.1 0.1 -0.1
C -4.164 -0.821 -5.844 0.0 0.1 0.3
O -3.360 -1.297 -4.779 0.0 -0.1 -0.2
H -3.900 -1.387 -6.735 0.0 0.0 0.0
H -5.228 -0.969 -5.635 0.0 0.0 -0.1
H -3.981 0.241 -6.034 -0.1 0.0 -0.1
H -3.594 -0.826 -3.971 0.1 0.0 0.0
C 6.417 -5.473 -4.015 -0.1 0.1 0.2
O 6.376 -4.472 -3.002 0.0 -0.1 -0.1
H 7.316 -5.307 -4.603 0.0 0.0 0.0
H 6.459 -6.473 -3.577 0.0 0.0 -0.1
H 5.546 -5.403 -4.672 0.0 0.0 -0.1
H 5.580 -4.617 -2.482 0.0 0.0 0.0
C -1.547 -5.355 3.352 0.2 -0.4 -0.1
O -0.934 -6.099 2.297 -0.1 0.2 0.0
H -1.949 -4.436 2.934 0.0 0.0 -0.1
H -2.359 -5.933 3.797 -0.1 0.2 0.1
H -0.806 -5.108 4.118 -0.1 0.1 0.1
H -0.584 -6.905 2.684 0.0 0.0 -0.1
C -8.851 0.516 -1.510 0.1 -0.2 0.0
O -7.651 -0.116 -1.946 -0.2 0.0 0.0
H -8.804 1.556 -1.823 0.0 0.0 0.0
H -9.729 0.049 -1.963 0.0 0.1 0.0
H -8.942 0.477 -0.422 -0.1 0.1 0.0
H -7.688 -1.036 -1.671 0.0 0.0 0.0
C -3.601 4.780 -3.199 0.1 0.0 0.2
O -2.534 4.398 -2.336 -0.1 0.0 -0.1
H -3.240 4.704 -4.221 0.0 0.0 0.0
H -4.462 4.118 -3.076 0.0 0.1 -0.1
H -3.911 5.810 -3.007 0.0 0.0 -0.1
H -2.853 4.465 -1.430 0.1 -0.1 0.1
C -3.632 -3.427 5.898 0.0 -0.2 0.1
O -4.155 -4.704 5.543 0.0 0.1 0.0
H -3.857 -2.743 5.084 0.0 0.0 0.0
H -4.097 -3.052 6.814 0.0 0.1 0.0
H -2.548 -3.470 6.035 0.0 0.1 0.0
H -3.958 -5.310 6.262 0.0 0.0 0.0
```
Positions in Å, forces in eV/Å.

Output
* lowest unoccupied orbital energy: 0.48 eV
* SMILES: CC(=O)OCCCCCCCC[C@@]1(COc2cc(C)ccc2C(C)C)C[C@@H](N)[C@H]([Si](C)(C)C)S(=O)(=O)O1.CO.CO.CO.CO.CO.CO.CO
* frontier orbital gap: 0.324 Eh

Mulliken population analysis, charges in e, atoms 1 to 4:
1. C -0.842
2. C 0.527
3. O -0.558
4. O -0.314

=====

Entry 5:
Formula: C5H8ClN
Source: the Open Molecules 2025 dataset
Level of theory: ωB97M-V/def2-TZVPD

```
15
Properties=species:S:1:pos:R:3:forces:R:3
C -0.533 -0.538 2.317 0.2 -0.9 0.4
C -0.205 0.515 1.257 -1.4 -0.8 -0.1
C 0.213 -0.083 -0.081 0.2 1.1 -0.5
C 1.465 -0.885 0.042 0.1 -1.3 -0.2
Cl 0.537 1.446 -1.127 -0.1 -1.0 0.2
C -0.867 -0.856 -0.727 -1.0 -0.1 -0.4
N -1.760 -1.421 -1.202 1.2 0.6 0.6
H 0.356 -1.010 2.767 -0.1 0.2 -0.4
H -1.041 -0.073 3.161 -0.2 0.0 -0.1
H -1.167 -1.387 1.946 0.4 0.9 0.1
H -1.144 1.005 1.013 0.0 0.5 0.3
H 0.518 1.256 1.592 0.1 -0.1 -0.1
H 1.884 -1.185 -0.924 0.1 0.4 0.1
H 2.158 -0.311 0.654 0.3 -0.3 -0.1
H 1.188 -1.858 0.507 0.3 0.7 0.1
```
Positions in Å, forces in eV/Å.

Output
* lowest unoccupied orbital energy: 0.73 eV
* SMILES: CC[C@](C)(Cl)C#N
* frontier orbital gap: 0.439 Eh

Mulliken population analysis, charges in e, atoms 1 to 4:
1. C -1.170
2. C -0.658
3. C 0.897
4. C -1.301

=====

Entry 6:
Formula: C5H11N
Source: the Open Molecules 2025 dataset
Level of theory: ωB97M-V/def2-TZVPD

```
17
Properties=species:S:1:pos:R:3:forces:R:3
C -2.141 0.221 -2.112 2.0 0.1 0.3
C -0.919 0.204 -1.548 -2.3 -1.9 -0.4
C -0.760 -0.012 -0.091 -0.2 -1.8 1.1
C 0.375 -0.860 0.478 1.1 -3.2 -0.3
C 1.309 -0.281 1.528 -2.6 2.7 2.0
N 2.096 0.825 0.993 1.6 -0.6 1.4
H -2.222 0.253 -3.175 -0.3 0.2 -0.5
H -3.018 0.172 -1.511 -0.6 0.0 0.3
H -0.074 0.071 -2.173 1.0 0.4 -0.6
H -0.625 0.953 0.242 0.0 2.3 1.6
H -1.614 -0.522 0.402 -0.2 1.2 -0.7
H 1.057 -1.141 -0.327 0.0 -0.2 -0.4
H -0.043 -1.901 0.854 0.8 2.1 -0.6
H 1.908 -0.951 2.138 0.2 -0.5 -0.7
H 0.615 0.200 2.330 0.6 -0.9 -0.8
H 1.672 1.286 0.235 -0.6 0.7 -0.8
H 2.384 1.483 1.738 -0.4 -0.5 -1.0
```
Positions in Å, forces in eV/Å.

Output
* lowest unoccupied orbital energy: 1.19 eV
* SMILES: C=CCCCN
* frontier orbital gap: 0.371 Eh

Mulliken population analysis, charges in e, atoms 1 to 4:
1. C -0.820
2. C -0.163
3. C -0.514
4. C -0.681